The following is a quantum chemistry calculation of a cluster of 9 separate species, C42H76BIN8O4Si in total in a non-equilibrium geometry, from the OMol25 dataset.

Each atom is followed by the atoms it is bonded to, with distances in Å.
Element x y z (Å)
1 C 3.00 -1.25 -4.99  B2 1.644, H18 1.141, H19 1.155, H20 1.154
2 B 2.83 0.16 -4.18  C1 1.644, O3 1.459, C4 1.652
3 O 3.32 1.34 -4.89  B2 1.459, H21 0.988
4 C 2.19 0.25 -2.66  B2 1.652, C5 1.634, C10 1.626, H22 1.139
5 C 2.02 -1.21 -1.95  C4 1.634, I6 2.221, O7 1.462, H23 1.148
6 I 2.11 -1.08 0.27  C5 2.221
7 O 0.78 -1.76 -2.50  C5 1.462, C8 1.454
8 C 0.13 -0.78 -3.36  O7 1.454, O9 1.236, C10 1.593
9 O -0.55 -1.04 -4.36  C8 1.236
10 C 0.60 0.59 -2.69  C4 1.626, C8 1.593, C11 1.594, H24 1.139
11 C 0.16 1.98 -3.33  C10 1.594, C12 1.615, H25 1.155, H26 1.143
12 C -0.89 2.80 -2.42  C11 1.615, O13 1.448, H27 1.153, H28 1.154
13 O -1.72 1.95 -1.58  C12 1.448, Si14 1.736
14 Si -3.08 1.26 -2.40  O13 1.736, C15 1.911, C16 1.942, C17 1.934
15 C -3.08 1.45 -4.30  Si14 1.911, H29 1.142, H30 1.154, H31 1.148
16 C -3.03 -0.65 -2.04  Si14 1.942, H32 1.163, H33 1.153, H34 1.154
17 C -4.77 1.92 -1.72  Si14 1.934, H35 1.155, H36 1.154, H37 1.140
18 H 3.11 -2.15 -4.29  C1 1.141
19 H 2.14 -1.43 -5.74  C1 1.155
20 H 3.95 -1.24 -5.65  C1 1.154
21 H 4.11 0.98 -5.36  O3 0.988
22 H 2.88 1.01 -2.17  C4 1.139
23 H 2.86 -1.97 -2.13  C5 1.148
24 H 0.30 0.47 -1.60  C10 1.139
25 H 1.11 2.63 -3.38  C11 1.155
26 H -0.21 1.91 -4.41  C11 1.143
27 H -1.59 3.47 -3.04  C12 1.153
28 H -0.35 3.53 -1.70  C12 1.154
29 H -2.20 0.89 -4.77  C15 1.142
30 H -4.05 0.98 -4.72  C15 1.154
31 H -3.06 2.55 -4.62  C15 1.148
32 H -3.87 -0.95 -1.30  C16 1.163
33 H -3.15 -1.19 -3.05  C16 1.153
34 H -2.01 -0.91 -1.56  C16 1.154
35 H -5.49 1.92 -2.63  C17 1.155
36 H -4.68 3.02 -1.39  C17 1.154
37 H -5.17 1.24 -0.90  C17 1.140
38 C -2.92 -4.06 1.18  C39 1.525, H43 1.093, H44 1.093, H45 1.094
39 C -3.71 -3.48 2.34  C38 1.525, C40 1.531, H46 1.095, H47 1.094
40 C -5.23 -3.54 2.12  C39 1.531, C41 1.500, H48 1.093, H49 1.093
41 C -5.59 -2.74 0.90  C40 1.500, N42 1.177
42 N -5.87 -2.11 -0.06  C41 1.177
43 H -3.08 -3.49 0.26  C38 1.093
44 H -1.85 -4.03 1.40  C38 1.093
45 H -3.19 -5.10 0.99  C38 1.094
46 H -3.40 -2.45 2.51  C39 1.095
47 H -3.47 -4.04 3.25  C39 1.094
48 H -5.75 -3.12 2.98  C40 1.093
49 H -5.56 -4.57 1.98  C40 1.093
50 C 0.15 -4.17 -5.65  C51 1.525, H55 1.093, H56 1.092, H57 1.094
51 C 0.52 -5.65 -5.57  C50 1.525, C52 1.530, H58 1.094, H59 1.094
52 C 1.56 -5.95 -4.49  C51 1.530, C53 1.501, H60 1.093, H61 1.093
53 C 2.83 -5.19 -4.78  C52 1.501, N54 1.178
54 N 3.82 -4.59 -5.00  C53 1.178
55 H 1.01 -3.55 -5.91  C50 1.093
56 H -0.62 -4.01 -6.41  C50 1.092
57 H -0.25 -3.82 -4.69  C50 1.094
58 H 0.90 -5.97 -6.55  C51 1.094
59 H -0.38 -6.23 -5.37  C51 1.094
60 H 1.79 -7.01 -4.47  C52 1.093
61 H 1.19 -5.66 -3.51  C52 1.093
62 C 5.37 -8.24 -7.06  C63 1.525, H67 1.093, H68 1.093, H69 1.094
63 C 5.31 -7.59 -8.44  C62 1.525, C64 1.530, H70 1.095, H71 1.094
64 C 4.15 -6.59 -8.57  C63 1.530, C65 1.500, H72 1.093, H73 1.094
65 C 2.84 -7.29 -8.36  C64 1.500, N66 1.177
66 N 1.82 -7.85 -8.18  C65 1.177
67 H 4.47 -8.83 -6.85  C62 1.093
68 H 6.23 -8.92 -7.01  C62 1.093
69 H 5.48 -7.49 -6.28  C62 1.094
70 H 5.21 -8.37 -9.20  C63 1.095
71 H 6.25 -7.07 -8.63  C63 1.094
72 H 4.16 -6.15 -9.57  C64 1.093
73 H 4.26 -5.79 -7.84  C64 1.094
74 C 2.34 0.55 5.39  C75 1.525, H79 1.093, H80 1.093, H81 1.094
75 C 2.28 1.21 4.02  C74 1.525, C76 1.531, H82 1.095, H83 1.094
76 C 1.13 2.21 3.89  C75 1.531, C77 1.501, H84 1.093, H85 1.093
77 C -0.18 1.51 4.09  C76 1.501, N78 1.177
78 N -1.21 0.97 4.25  C77 1.177
79 H 1.44 -0.04 5.59  C74 1.093
80 H 3.19 -0.14 5.45  C74 1.093
81 H 2.45 1.29 6.18  C74 1.094
82 H 2.19 0.43 3.25  C75 1.095
83 H 3.23 1.72 3.83  C75 1.094
84 H 1.14 2.66 2.89  C76 1.093
85 H 1.23 3.01 4.63  C76 1.093
86 C -4.54 3.49 2.82  C87 1.524, H91 1.094, H92 1.093, H93 1.094
87 C -3.89 4.85 2.57  C86 1.524, C88 1.531, H94 1.095, H95 1.094
88 C -4.84 5.85 1.91  C87 1.531, C89 1.500, H96 1.093, H97 1.093
89 C -5.29 5.33 0.58  C88 1.500, N90 1.177
90 N -5.64 4.92 -0.46  C89 1.177
91 H -4.85 3.01 1.89  C86 1.094
92 H -3.84 2.82 3.32  C86 1.093
93 H -5.42 3.59 3.47  C86 1.094
94 H -3.01 4.70 1.94  C87 1.095
95 H -3.54 5.25 3.52  C87 1.094
96 H -4.32 6.81 1.77  C88 1.093
97 H -5.71 6.03 2.55  C88 1.093
98 C -3.39 2.70 7.50  C99 1.525, H103 1.093, H104 1.093, H105 1.094
99 C -4.34 1.51 7.51  C98 1.525, C100 1.530, H106 1.095, H107 1.094
100 C -4.97 1.24 6.14  C99 1.530, C101 1.500, H108 1.093, H109 1.094
101 C -5.77 2.43 5.71  C100 1.500, N102 1.177
102 N -6.40 3.36 5.37  C101 1.177
103 H -3.92 3.63 7.25  C98 1.093
104 H -2.94 2.84 8.48  C98 1.093
105 H -2.59 2.56 6.77  C98 1.094
106 H -5.12 1.68 8.26  C99 1.095
107 H -3.79 0.62 7.83  C99 1.094
108 H -5.63 0.37 6.20  C100 1.093
109 H -4.20 1.03 5.40  C100 1.094
110 C -1.32 5.35 10.50  C111 1.525, H115 1.093, H116 1.093, H117 1.094
111 C -0.95 4.22 11.45  C110 1.525, C112 1.531, H118 1.095, H119 1.094
112 C 0.51 3.78 11.31  C111 1.531, C113 1.501, H120 1.093, H121 1.093
113 C 0.76 3.28 9.92  C112 1.501, N114 1.177
114 N 0.95 2.89 8.82  C113 1.177
115 H -1.22 5.04 9.46  C110 1.093
116 H -2.36 5.65 10.66  C110 1.093
117 H -0.68 6.23 10.66  C110 1.094
118 H -1.61 3.37 11.27  C111 1.095
119 H -1.12 4.55 12.48  C111 1.094
120 H 0.73 2.98 12.02  C112 1.093
121 H 1.19 4.61 11.52  C112 1.093
122 C 8.11 2.82 -4.40  C123 1.525, H127 1.093, H128 1.093, H129 1.094
123 C 7.88 1.52 -3.64  C122 1.525, C124 1.530, H130 1.094, H131 1.094
124 C 6.75 1.63 -2.62  C123 1.530, C125 1.501, H132 1.093, H133 1.094
125 C 7.09 2.68 -1.60  C124 1.501, N126 1.177
126 N 7.35 3.50 -0.80  C125 1.177
127 H 8.42 3.63 -3.73  C122 1.093
128 H 8.91 2.69 -5.14  C122 1.093
129 H 7.21 3.14 -4.93  C122 1.094
130 H 8.80 1.23 -3.14  C123 1.094
131 H 7.63 0.73 -4.36  C123 1.094
132 H 6.61 0.67 -2.11  C124 1.093
133 H 5.80 1.89 -3.10  C124 1.094

M = 922.92 Da
SMILES = CB(O)[C@@H]1[C@@H](I)OC(=O)[C@@H]1CCO[Si](C)(C)C.CCCC#N.CCCC#N.CCCC#N.CCCC#N.CCCC#N.CCCC#N.CCCC#N.CCCC#N
Calculated total energy = -81551.280 eV
Multiplicity = 1